1.
This record from the OMol25 dataset describes a molecular structure, C12H28IN5O2PdS2. The level of theory is the ωB97M-V functional and the def2-TZVPD basis.

Calculated values
DFT total energy in eV: -57696.765
Charge: -2
HOMO in eV: -0.48
Lowest unoccupied orbital energy in eV: 4.22
Orbital gap in eV: 4.70

XYZ file:
```
51
Properties=species:S:1:pos:R:3:forces:R:3
Pd 0.38278 -0.06243 -1.57529 0.14 -0.18 0.36
C -2.13729 -2.73758 -5.38826 0.02 0.03 -0.03
N -1.85245 -2.97213 -3.97808 0.00 -0.03 0.05
C -2.27172 -4.18013 -3.30022 0.03 0.00 -0.01
C -1.13957 -2.07366 -3.26585 -0.02 -0.04 -0.06
O -0.84284 -2.25269 -2.09008 -0.01 0.16 -0.10
H -2.75843 -3.55228 -5.75864 -0.02 0.01 0.00
H -1.22191 -2.69782 -5.98158 0.00 -0.03 0.00
H -2.64839 -1.78714 -5.54158 0.01 0.00 0.00
H -2.81365 -4.81228 -4.00172 0.00 0.00 0.00
H -2.91705 -3.94523 -2.45071 0.00 0.00 0.00
H -1.41198 -4.72799 -2.90677 0.00 -0.01 -0.01
H -0.85884 -1.17265 -3.83109 0.00 0.01 0.00
C -1.22789 2.05950 3.62716 0.02 -0.01 0.01
C -0.19310 1.48581 2.67305 -0.04 -0.01 0.04
N -0.35659 0.03589 2.53286 -0.01 0.06 -0.07
C 0.66270 -0.84381 2.42777 0.00 -0.02 0.00
S 0.54752 -2.25895 1.57315 -0.03 -0.07 0.06
N 1.84297 -0.49192 3.06373 0.07 0.03 0.00
C 1.84976 -0.11892 4.47233 0.00 -0.02 0.03
C 3.11935 0.64102 4.81707 0.00 0.01 0.00
H -1.08566 3.13656 3.73430 -0.01 0.00 0.00
H -1.16861 1.59489 4.61553 0.00 0.01 0.00
H -2.23089 1.89616 3.23008 -0.01 -0.01 0.01
H 0.81902 1.69873 3.00771 0.01 -0.01 -0.02
H -0.32064 1.92931 1.68668 0.00 0.02 -0.01
H -1.13085 -0.22278 1.93455 0.02 -0.02 -0.03
H 2.54765 -1.18041 2.83938 -0.02 -0.02 0.00
H 1.76131 -1.01474 5.10331 0.01 0.00 0.00
H 0.97639 0.49260 4.68554 -0.01 0.00 -0.02
H 4.00269 0.02581 4.63419 0.00 0.00 -0.01
H 3.12301 0.93452 5.86878 0.01 -0.01 0.00
H 3.20476 1.53528 4.19872 -0.01 0.01 0.01
C 1.90496 2.83141 0.20931 0.00 0.01 0.00
N 2.47514 1.59283 -0.30192 0.01 0.05 -0.02
C 1.98114 1.17782 -1.58484 -0.07 -0.06 -0.08
N 1.86636 2.30445 -2.47536 -0.01 0.01 -0.06
S 2.63851 -0.31580 -2.24662 -0.01 0.03 0.01
H 2.24601 2.97550 1.23821 -0.02 -0.01 0.01
H 0.80888 2.84744 0.18649 -0.02 0.01 -0.01
H 2.27699 3.66916 -0.38257 0.01 0.00 0.02
H 2.31816 0.82388 0.33642 0.04 0.01 0.04
H 1.03085 2.82652 -2.22211 0.01 0.00 0.00
H 1.68148 1.92714 -3.39815 0.01 0.00 0.01
I -1.70059 0.98827 -6.24912 -0.09 0.01 -0.14
C -2.55640 -0.02530 -0.71465 -0.01 0.00 -0.02
C -1.26841 0.81875 -0.71276 0.05 0.11 -0.01
O -1.38098 1.91165 -0.13516 -0.02 -0.03 0.03
H -3.34887 0.48174 -0.14931 0.00 -0.01 0.01
H -2.34474 -1.01789 -0.30548 -0.01 -0.01 -0.01
H -2.88007 -0.17808 -1.74837 0.00 0.01 0.00
```
Forces are in eV/Å.

Partial atomic charges computed with the Löwdin method, in multiples of e:
1 Pd 0.480
2 C -0.096
3 N -0.184
4 C -0.066
5 C -0.341
6 O -0.079
7 H 0.068
8 H 0.078
9 H -0.012
10 H 0.070
11 H 0.085
12 H 0.084
13 H 0.090
14 C -0.087
15 C -0.251
16 N 0.016
17 C -0.920
18 S 0.588
19 N -0.040
20 C -0.272
21 C -0.096
22 H 0.069
23 H 0.058
24 H 0.071
25 H 0.093
26 H 0.069
27 H 0.103
28 H 0.095
29 H 0.114
30 H 0.090
31 H 0.069
32 H 0.064
33 H 0.070
34 C -0.162
35 N -0.120
36 C -1.087
37 N -0.008
38 S 0.376
39 H 0.060
40 H 0.047
41 H 0.062
42 H 0.059
43 H 0.058
44 H 0.042
45 I -0.744
46 C -0.145
47 C -0.493
48 O -0.166
49 H 0.048
50 H 0.038
51 H 0.054

2.
This record from the OMol25 dataset describes 3 unconnected molecules or ions with the total composition C12H28N4O4 in a non-equilibrium geometry. The level of theory is the ωB97M-V functional and the def2-TZVPD basis.

Calculated values
DFT total energy in eV: -27041.507
HOMO in eV: -7.79
Lowest unoccupied orbital energy in eV: 0.08
Orbital gap in eV: 7.87

XYZ file:
```
48
Properties=species:S:1:pos:R:3:forces:R:3
C -22.25217 -25.77720 -16.31161 0.12 1.85 1.86
O -22.05415 -26.64247 -15.47579 0.22 -1.17 -1.03
N -22.75209 -24.57241 -15.92532 -1.30 -0.58 1.38
C -22.95225 -23.42401 -16.85468 -0.93 -6.15 5.22
C -23.34171 -24.47714 -14.56282 0.42 0.12 0.25
H -21.92712 -25.73429 -17.36266 -0.09 -0.60 -0.13
H -22.07418 -22.77915 -16.81927 -1.29 -1.52 3.48
H -23.95651 -23.06764 -16.62542 0.39 0.88 0.15
H -23.00681 -23.76670 -17.88797 -0.55 -2.79 1.73
H -24.39580 -24.20258 -14.60298 -0.11 -0.13 -0.24
H -23.21572 -25.34020 -13.90910 -0.17 -0.64 -0.94
H -22.88632 -23.76093 -13.87889 0.44 0.81 -0.65
C -22.89308 -20.51981 -22.48020 -0.76 0.18 0.46
O -23.18352 -20.73735 -21.31680 -0.83 -0.88 -0.99
N -22.97417 -21.37990 -23.49311 0.74 1.77 0.65
C -22.80988 -20.78369 -24.80559 -0.15 -1.24 -1.05
C -23.17371 -22.77611 -23.27107 -0.13 -0.92 -0.57
H -22.56069 -19.52408 -22.81223 -0.01 0.17 0.05
H -23.21835 -21.54988 -25.46453 0.20 0.25 -0.51
H -21.78048 -20.57248 -25.09512 0.19 -0.28 0.17
H -23.36872 -19.86939 -25.00519 -0.26 -0.09 0.58
H -24.03884 -23.04492 -23.87720 -0.02 -0.62 0.26
H -22.30315 -23.36250 -23.56497 0.08 0.06 -0.54
H -23.28645 -23.06775 -22.22688 -0.50 0.71 -0.01
C -22.14256 -21.56674 -18.98717 -0.24 1.67 -1.91
O -22.50695 -22.38679 -18.17950 0.39 7.78 -9.11
N -22.12723 -20.24691 -18.75309 1.20 -1.77 -1.82
C -21.75726 -19.31924 -19.76148 0.42 0.78 -1.26
C -22.44462 -19.67808 -17.53111 -0.50 1.57 1.49
H -21.87486 -21.85878 -20.01442 0.36 0.18 0.33
H -22.51271 -18.53634 -19.82831 0.08 0.32 0.28
H -21.84114 -19.76167 -20.75411 0.91 0.21 0.93
H -20.77002 -18.89332 -19.58245 0.05 0.21 0.13
H -22.04461 -20.16185 -16.64001 -0.27 -0.34 -0.17
H -21.97542 -18.69644 -17.59690 -0.16 0.18 0.63
H -23.52247 -19.51740 -17.50793 -0.17 -0.02 0.68
C -17.86103 -21.95995 -16.92412 -0.63 -1.81 3.89
O -17.79562 -22.26470 -15.67141 -0.09 1.40 -4.74
N -18.80090 -22.44849 -17.77940 0.97 1.57 -1.25
C -18.86484 -21.86118 -19.14157 -0.42 -0.57 0.79
C -19.99741 -23.11080 -17.34700 1.16 -0.51 0.73
H -17.16313 -21.30422 -17.46739 0.23 -0.05 0.51
H -19.12991 -22.65107 -19.84436 0.42 -0.14 -0.13
H -17.93378 -21.36321 -19.41224 -0.08 -0.17 0.01
H -19.70172 -21.16676 -19.21571 0.17 0.36 0.17
H -20.19070 -23.96264 -17.99900 -0.27 0.09 -0.16
H -19.73527 -23.51863 -16.37076 -0.54 0.12 0.18
H -20.84317 -22.42321 -17.34490 1.32 -0.26 0.20
```
Forces are in eV/Å.

Partial atomic charges computed with the Löwdin method, in multiples of e:
1 C -0.353
2 O -0.023
3 N -0.140
4 C -0.163
5 C -0.056
6 H 0.125
7 H 0.054
8 H 0.121
9 H 0.105
10 H 0.075
11 H 0.073
12 H 0.076
13 C -0.326
14 O -0.028
15 N -0.186
16 C -0.048
17 C -0.034
18 H 0.151
19 H 0.090
20 H 0.091
21 H 0.092
22 H 0.097
23 H 0.095
24 H 0.094
25 C -0.271
26 O -0.169
27 N -0.185
28 C -0.086
29 C -0.039
30 H 0.146
31 H 0.107
32 H 0.044
33 H 0.098
34 H 0.109
35 H 0.092
36 H 0.111
37 C -0.269
38 O -0.054
39 N -0.178
40 C -0.034
41 C -0.037
42 H 0.123
43 H 0.089
44 H 0.085
45 H 0.056
46 H 0.109
47 H 0.111
48 H 0.058

3.
This record from the OMol25 dataset describes a molecular structure, C12H28N5O4PRb in a non-equilibrium geometry. The level of theory is the ωB97M-V functional and the def2-TZVPD basis.

Calculated values
DFT total energy in eV: -38474.888
Charge: +1
HOMO in eV: -10.90
Lowest unoccupied orbital energy in eV: -3.68
Orbital gap in eV: 7.22

XYZ file:
```
51
Properties=species:S:1:pos:R:3:forces:R:3
Rb -1.10924 -3.46923 -1.66669 0.02 0.36 -0.32
N 1.91463 -3.16274 0.11731 -0.80 -0.05 1.21
H 1.62965 -2.47110 0.85095 0.82 -0.50 0.37
H 1.37539 -4.01104 0.24998 0.12 -0.08 0.22
H 2.88932 -3.42013 0.02164 0.20 0.42 0.40
H 1.57739 -2.62822 -0.73685 -0.17 1.23 -2.13
O 1.06376 -1.86358 -1.92326 -0.56 -1.20 0.61
H 1.17017 -0.96455 -2.22294 0.18 0.19 0.22
C 1.89454 0.04204 -4.51448 1.32 1.42 -0.48
C 2.83304 0.86927 -5.18824 -1.90 -0.19 1.44
C 2.36346 1.95016 -5.92554 2.09 -0.63 -1.13
C 1.03187 2.03204 -6.24791 -0.74 -0.77 1.12
C 0.13236 1.22874 -5.57408 -1.00 0.24 -0.22
C 0.53010 0.30230 -4.62549 1.15 -0.89 0.02
N 0.47323 2.95932 -7.24471 1.38 -0.18 0.18
O 1.31065 3.68191 -7.75093 -0.69 0.31 -0.31
O -0.70686 2.89517 -7.50283 0.07 0.32 -0.14
H 2.37740 -0.66406 -3.85372 -0.68 -0.43 0.11
H 3.86406 0.72671 -4.90056 0.19 0.21 -0.52
H 3.15361 2.52851 -6.38613 -0.48 0.55 -0.15
H -0.89360 1.39855 -5.87218 -0.19 -0.24 0.39
H -0.10011 -0.31582 -3.99285 -0.49 0.30 -0.43
O 0.83397 -1.28000 2.47525 0.12 -0.11 -0.64
P -0.36055 -0.47726 2.84076 -2.12 0.29 -1.29
N -1.09259 0.24424 1.44733 -0.02 -1.34 0.57
C -0.17138 0.85775 0.48945 -0.82 0.50 1.14
C -2.41322 0.93678 1.52000 1.99 0.05 0.17
N 0.00261 0.72209 3.90951 0.40 0.21 0.68
C 1.30746 1.34261 3.62791 0.03 -0.75 -0.96
C -0.97555 1.54265 4.65753 0.02 -0.82 -0.56
N -1.66975 -1.37809 3.38336 0.79 0.00 -1.19
C -2.22931 -1.20729 4.69427 0.67 0.02 1.46
C -2.00296 -2.61589 2.64300 0.13 -0.03 0.57
H -0.64485 0.92283 -0.49048 0.29 -0.30 -0.18
H 0.74387 0.27934 0.53851 0.20 0.17 -0.55
H -0.02076 1.88855 0.83575 0.48 0.11 -0.40
H -3.09192 0.45221 2.21598 -0.13 -0.27 -0.35
H -2.74064 1.01107 0.48509 -0.60 -0.07 0.15
H -2.23118 1.94961 1.89253 -0.27 0.23 -0.12
H 1.23481 1.86979 2.67269 0.17 0.80 0.38
H 1.67721 1.93560 4.45846 -0.17 0.11 -0.07
H 2.01917 0.55487 3.38121 0.11 -0.04 0.49
H -1.15224 0.98262 5.57159 -0.39 0.64 0.26
H -0.63820 2.55585 4.86167 0.47 -0.17 -0.01
H -1.88781 1.66392 4.07252 -0.18 -0.11 0.25
H -2.78809 -0.27484 4.76869 -0.49 -0.38 0.07
H -2.75695 -2.06763 5.10653 -0.54 -0.03 -0.79
H -1.44261 -1.14462 5.45766 0.21 0.27 -0.19
H -1.65421 -2.72970 1.60313 0.15 0.96 0.36
H -3.08683 -2.72071 2.60839 -0.03 -0.14 0.13
H -1.54235 -3.46061 3.16126 -0.30 -0.20 0.11
```
Forces are in eV/Å.

Partial atomic charges computed with the Löwdin method, in multiples of e:
1 Rb 0.934
2 N 0.243
3 H 0.107
4 H 0.109
5 H 0.140
6 H -0.029
7 O -0.561
8 H -0.100
9 C -0.070
10 C -0.046
11 C -0.007
12 C -0.150
13 C -0.008
14 C -0.063
15 N -0.349
16 O 0.093
17 O 0.088
18 H 0.089
19 H 0.107
20 H 0.123
21 H 0.117
22 H 0.092
23 O -0.304
24 P 0.550
25 N -0.308
26 C -0.119
27 C -0.086
28 N -0.285
29 C -0.090
30 C -0.080
31 N -0.300
32 C -0.124
33 C -0.092
34 H 0.080
35 H 0.067
36 H 0.078
37 H 0.073
38 H 0.080
39 H 0.074
40 H 0.068
41 H 0.093
42 H 0.070
43 H 0.069
44 H 0.093
45 H 0.061
46 H 0.070
47 H 0.096
48 H 0.085
49 H 0.051
50 H 0.087
51 H 0.085

4.
This record from the OMol25 dataset describes a molecular structure, C12H28N6O6SZn in a non-equilibrium geometry. The level of theory is the ωB97M-V functional and the def2-TZVPD basis.

Calculated values
DFT total energy in eV: -93371.697
HOMO in eV: -6.25
Lowest unoccupied orbital energy in eV: -0.21
Orbital gap in eV: 6.04

XYZ file:
```
54
Properties=species:S:1:pos:R:3:forces:R:3
O -3.15416 0.56938 -3.80432 -2.73 0.41 0.19
H -4.05718 0.92502 -4.03868 1.31 -1.04 0.73
Zn -0.64269 -0.72887 -0.49252 -0.65 1.21 -0.23
N -2.38950 -0.33093 0.24486 -0.72 2.60 0.90
N -0.66637 1.28446 -0.58501 -2.08 1.82 0.79
N -0.38249 -2.62992 -0.04921 1.46 -1.66 0.25
N 1.19776 -0.95048 -1.12924 2.78 -1.84 0.63
O -3.13325 -1.37992 0.40931 -1.16 -0.76 0.58
O -1.37823 -3.42067 0.48167 0.90 0.45 0.14
O 1.99412 0.10130 -1.49250 0.01 -1.12 -0.08
O 0.31315 2.01925 -1.04021 0.77 0.20 -0.22
C -1.74989 1.87641 -0.04182 3.10 -1.01 -1.09
C -2.76804 0.93941 0.38763 -0.20 -3.06 0.13
C 0.85741 -3.06154 -0.16045 -3.51 -0.11 0.44
C 1.77035 -2.10316 -0.78105 -0.74 3.17 -0.83
C -4.11371 1.31644 0.91338 -0.10 0.10 -0.05
H -4.90397 1.17980 0.15746 0.20 -0.04 0.23
H -4.09912 2.37060 1.19803 -0.18 -0.12 0.06
H -4.36816 0.70728 1.79303 0.06 0.10 -0.32
C -1.76165 3.35986 0.05352 -0.29 0.18 -0.17
H -1.56996 3.74405 -0.96524 0.02 0.12 0.52
H -0.96343 3.73114 0.72303 -0.21 -0.16 -0.39
H -2.72452 3.73104 0.42071 0.22 0.01 -0.14
C 1.23275 -4.39275 0.37183 0.17 -0.13 -0.34
C 3.23097 -2.34476 -0.91887 0.00 0.05 0.09
H 0.32886 -5.01613 0.37523 0.46 0.04 0.08
H 1.61172 -4.29207 1.39777 -0.08 -0.04 -0.17
H 2.01192 -4.81853 -0.26479 -0.07 -0.24 0.21
H 3.71955 -1.40289 -1.18301 -0.03 -0.23 0.08
H 3.38690 -3.06061 -1.73370 0.19 -0.01 0.20
H 3.64734 -2.74577 0.01816 -0.05 0.01 -0.37
H -2.12257 -2.74254 0.68162 0.27 0.00 -0.60
H 1.36607 0.91089 -1.43307 -0.39 0.51 0.21
C -2.27568 1.27549 -4.62252 1.58 0.05 -0.17
H -2.58662 2.31982 -4.75210 0.14 -0.23 -0.16
H -2.17891 0.73310 -5.57622 0.15 0.54 0.01
H -1.30572 1.26318 -4.08630 -0.32 0.18 -0.53
O -1.78898 -1.39445 -2.13204 -1.02 -0.40 -1.40
H -2.31658 -0.88561 -2.80437 0.50 -0.26 0.89
H -2.43656 -1.96475 -1.66371 0.21 0.52 -0.17
C 3.98064 0.78689 1.70437 0.06 -0.27 0.31
N 2.92665 -0.05294 2.29571 -0.24 -0.06 -0.37
C 1.61246 0.28394 2.39189 -0.30 -0.62 0.01
S 0.38813 -0.91649 2.34278 0.89 0.96 0.11
N 1.33968 1.60093 2.59397 -0.85 -0.21 0.38
C 2.06747 2.34364 3.63282 0.05 0.14 -0.24
H 3.68163 1.83434 1.73299 0.05 -0.19 -0.15
H 4.16674 0.48038 0.66020 -0.07 0.22 0.41
H 4.89471 0.66014 2.30948 -0.27 0.13 -0.37
H 3.05257 -1.04832 2.16193 -0.09 0.19 0.09
H 0.32593 1.76554 2.62486 0.74 -0.22 -0.19
H 2.39772 3.30939 3.23106 0.00 -0.16 0.25
H 1.39902 2.50624 4.49066 0.30 -0.01 -0.20
H 2.93573 1.75476 3.95102 -0.26 0.28 0.02
```
Forces are in eV/Å.

Partial atomic charges computed with the Löwdin method, in multiples of e:
1 O -0.151
2 H 0.122
3 Zn 0.562
4 N -0.223
5 N -0.166
6 N -0.095
7 N -0.031
8 O -0.212
9 O -0.027
10 O -0.036
11 O -0.215
12 C -0.273
13 C -0.265
14 C -0.287
15 C -0.243
16 C -0.028
17 H 0.087
18 H 0.058
19 H 0.084
20 C -0.040
21 H 0.086
22 H 0.083
23 H 0.063
24 C -0.003
25 C -0.009
26 H 0.090
27 H 0.100
28 H 0.084
29 H 0.075
30 H 0.098
31 H 0.093
32 H 0.080
33 H 0.042
34 C -0.164
35 H 0.087
36 H 0.084
37 H 0.091
38 O -0.061
39 H 0.062
40 H 0.067
41 C -0.057
42 N -0.052
43 C -0.828
44 S 0.675
45 N -0.049
46 C -0.076
47 H 0.075
48 H 0.081
49 H 0.089
50 H 0.100
51 H 0.118
52 H 0.083
53 H 0.090
54 H 0.082

> Among the records above, which one has the lowest HOMO?

C12H28N5O4PRb

> Which formula does entry 3 have?

C12H28N5O4PRb

> HOMO of number 2 (C12H28N4O4)?

-7.79 eV